(P)
The following is a DFT calculation (wB97M-V/def2-TZVPD) of the ion C3H9NS with charge +1.

Calculated values
- total charge = +1
- <S²> = 0.754
- E_HOMO (spin up / spin down) (eV) = -13.692 / -13.685
- molar mass (g/mol) = 91.2
- spin multiplicity = 2

```
14
C3H9NS | the OMol25 dataset | wB97M-V/def2-TZVPD
C -1.061 -0.252 -0.779
C 0.128 0.411 0.222
C 1.498 -0.220 0.109
S 2.926 0.865 0.733
N -2.285 -0.366 0.072
H -1.143 0.270 -1.725
H -0.850 -1.242 -1.058
H -0.066 0.177 1.391
H 0.045 1.416 -0.040
H 1.248 -1.234 0.467
H 1.714 -0.403 -0.936
H 3.357 0.315 1.870
H -2.947 -0.285 -0.794
H -2.564 0.550 0.466
```

=====

(Q)
The following is a DFT calculation (wB97M-V/def2-TZVPD) of a cluster of 2 separate species, C3H9NS in total.

Calculated values
- total charge = +1
- <S²> = 0.753
- E_HOMO (spin up / spin down) (eV) = -12.482 / -12.083
- molar mass (g/mol) = 91.2
- spin multiplicity = 2

```
14
C3H9NS | the OMol25 dataset | wB97M-V/def2-TZVPD
C -2.254 -1.563 -3.019
N -1.291 -2.095 -2.350
H -2.136 -0.748 -3.728
H -3.261 -1.982 -2.991
H -1.555 -2.750 -1.619
H -0.523 -1.469 -2.108
C 1.483 2.131 2.088
C 1.358 0.580 1.978
S 0.298 0.007 0.586
H 0.569 2.601 1.719
H 2.401 2.450 1.603
H 1.616 2.501 3.136
H 0.971 0.233 2.936
H 2.323 0.104 1.769
```

=====

Of them, the most stable is (Q) and the least stable is (P).

=====

(P)
The following is a DFT calculation (wB97M-V/def2-TZVPD) of the molecule C10H10O2.

Calculated values
- total charge = 0
- E_HOMO (eV) = -7.841
- molar mass (g/mol) = 162.2
- SMILES string = Oc1cc2c(cc1O)[C@@H]1C[C@@H]1C2

```
22
C10H10O2 | the OMol25 dataset | wB97M-V/def2-TZVPD
C -2.233 0.833 -0.095
C -1.011 1.627 -0.029
C 0.154 0.897 -0.235
C 1.573 1.522 -0.293
C 2.490 0.298 -0.257
C 2.280 -0.887 1.025
C 1.590 -0.987 -0.381
C 0.256 -0.500 -0.443
C -0.910 -1.272 -0.436
C -2.122 -0.592 -0.208
H -3.837 0.200 0.415
H -0.883 2.644 0.225
H 1.622 2.307 -1.029
H 1.777 2.020 0.650
H 3.463 0.357 -0.702
H 3.218 -1.394 1.274
H 1.849 -0.411 1.912
H 1.688 -1.930 -1.034
H -0.874 -2.384 -0.571
H -3.253 -2.201 -0.125
O -3.556 1.113 0.302
O -3.282 -1.259 0.035
```

=====

(Q)
The following is a DFT calculation (wB97M-V/def2-TZVPD) of a cluster of 2 separate species, C10H10O2 in total.

Calculated values
- total charge = 0
- E_HOMO (spin up / spin down) (eV) = -7.582 / -6.981
- molar mass (g/mol) = 162.2

```
22
C10H10O2 | the OMol25 dataset | wB97M-V/def2-TZVPD
C -1.612 -2.212 -1.377
C -2.139 -1.749 -0.245
C -0.380 -1.742 -1.923
C -1.412 -0.802 0.512
C 0.357 -0.912 -1.100
C -0.130 -0.427 0.135
C 2.636 1.639 1.946
C 1.999 0.707 1.220
C -0.049 1.863 -1.080
C 0.584 0.659 0.886
O 0.540 1.737 -2.085
O -0.131 1.455 1.792
H -2.265 -2.850 -2.063
H -3.166 -2.032 0.111
H -0.189 -2.048 -2.880
H -1.918 -0.269 1.351
H 1.176 -0.463 -1.547
H 3.557 1.525 2.412
H 2.245 2.497 2.334
H 2.498 -0.235 0.974
H -1.112 2.126 -0.948
H -1.090 1.535 1.575
```

=====

Of them, the most stable is (P) and the least stable is (Q).

=====

(P)
The following is a DFT calculation (wB97M-V/def2-TZVPD) of a structure of composition C2H4ClIS.

Calculated values
- total charge = 0
- E_HOMO (spin up / spin down) (eV) = -7.779 / -8.172
- molar mass (g/mol) = 222.5

```
9
C2H4ClIS | the OMol25 dataset | wB97M-V/def2-TZVPD
C 0.114 1.325 -0.086
C -1.007 -1.084 0.519
S 1.115 0.703 -1.333
Cl 2.731 0.046 -0.223
I -0.399 -2.098 -1.184
H -0.708 1.732 -0.509
H 0.602 1.568 0.841
H -2.091 -0.950 0.721
H -0.357 -1.243 1.254
```

=====

(Q)
The following is a DFT calculation (wB97M-V/def2-TZVPD) of a cluster of 2 separate species, C2H4ClIS in total.

Calculated values
- total charge = 0
- E_HOMO (spin up / spin down) (eV) = -8.133 / -8.133
- molar mass (g/mol) = 222.5

```
9
C2H4ClIS | the OMol25 dataset | wB97M-V/def2-TZVPD
C 0.849 -0.600 -0.187
C -1.082 -0.710 1.176
S 1.011 -2.142 -0.809
Cl 0.708 -3.508 0.659
I -2.676 -0.569 -0.165
H 0.450 0.068 -0.916
H 1.597 -0.206 0.514
H -0.883 -0.023 1.888
H -0.836 -1.654 1.457
```

=====

Of them, the most stable is (Q) and the least stable is (P).

=====

(P)
The following is a DFT calculation (wB97M-V/def2-TZVPD) of a cluster of 2 separate species, C4H7NO4 in total.

Calculated values
- total charge = 0
- E_HOMO (eV) = -8.628
- molar mass (g/mol) = 133.1
- SMILES string = NC(=O)/C(O)=C1\CO1.O

```
16
C4H7NO4 | the OMol25 dataset | wB97M-V/def2-TZVPD
N 2.117 -0.282 -2.152
C 1.636 0.387 -1.107
O 2.244 1.227 -0.415
C 0.538 -0.277 -0.332
O -0.325 -1.067 -0.978
C 0.308 0.469 0.761
C -0.239 1.584 1.488
O -0.816 0.274 1.748
H 3.057 -0.094 -2.476
H 1.584 -1.050 -2.540
H 0.342 1.973 2.328
H -0.908 2.264 0.952
H -2.400 -0.633 1.363
H -2.894 -2.206 1.110
O -2.940 -1.346 0.681
H -1.305 -1.223 -0.431
```

=====

(Q)
The following is a DFT calculation (wB97M-V/def2-TZVPD) of a structure of composition C4H7NO4.

Calculated values
- total charge = 0
- E_HOMO (eV) = -9.512
- molar mass (g/mol) = 133.1

```
16
C4H7NO4 | the OMol25 dataset | wB97M-V/def2-TZVPD
C -0.855 -0.378 0.698
C -1.042 -1.560 -0.321
C -0.579 0.991 0.067
C 0.823 1.365 -0.407
H 0.437 -2.263 1.152
H 1.250 -0.860 0.589
H -1.680 -0.225 1.538
H -1.323 1.002 -0.647
H -0.848 1.669 0.939
H 1.982 2.830 -0.654
H 0.684 -0.979 -1.367
N 0.442 -0.999 1.333
O -2.124 -2.040 -0.568
O 1.367 0.738 -1.388
O 1.367 2.636 0.084
O 0.097 -1.927 -1.047
```

=====

Of them, the most stable is (Q) and the least stable is (P).

=====

(P)
The following is a DFT calculation (wB97M-V/def2-TZVPD) of the molecule C4H7NO4.

Calculated values
- total charge = 0
- E_HOMO (eV) = -9.888
- molar mass (g/mol) = 133.1
- SMILES string = CO/C(C)=N\OC(=O)O

```
16
C4H7NO4 | the OMol25 dataset | wB97M-V/def2-TZVPD
C -0.762 1.615 0.659
C 1.804 1.043 -0.702
C -0.795 -2.133 0.210
C 0.663 0.096 -0.562
O -0.485 -1.775 -1.092
O -0.334 0.298 0.361
O -2.092 -2.451 0.259
N 0.662 -0.980 -1.229
O 0.013 -2.366 1.067
H -2.260 -3.017 1.028
H -1.449 2.000 -0.135
H 0.070 2.304 0.763
H -1.296 1.557 1.607
H 2.155 1.369 0.275
H 2.606 0.528 -1.222
H 1.500 1.911 -1.288
```

=====

(Q)
The following is a DFT calculation (wB97M-V/def2-TZVPD) of a cluster of 2 separate species, C4H7NO4 in total.

Calculated values
- total charge = 0
- E_HOMO (spin up / spin down) (eV) = -8.263 / -7.565
- molar mass (g/mol) = 133.1

```
16
C4H7NO4 | the OMol25 dataset | wB97M-V/def2-TZVPD
C 0.324 -0.959 0.351
C -0.203 -0.561 -1.047
C 0.073 0.487 0.861
C -0.250 0.843 -0.572
N -2.751 1.121 -0.523
O -3.255 2.169 -0.215
O -3.250 0.065 -0.834
O 1.121 1.202 1.444
O 0.090 1.939 -1.244
H -0.245 -1.729 0.864
H 1.379 -1.220 0.353
H 0.441 -0.751 -1.903
H -1.202 -0.956 -1.261
H -0.763 0.558 1.562
H 1.912 1.102 0.897
H 0.073 2.718 -0.672
```

=====

Of them, the most stable is (P) and the least stable is (Q).

=====

(P)
The following is a DFT calculation (wB97M-V/def2-TZVPD) of a structure of composition C40H63N10O5SSbY.

Calculated values
- total charge = +1
- E_HOMO (eV) = -8.548
- molar mass (g/mol) = 1006.7

```
121
C40H63N10O5SSbY | the OMol25 dataset | wB97M-V/def2-TZVPD
Y -0.386 -0.672 0.389
N 2.978 -1.534 2.177
C 2.863 -0.424 3.108
C 2.725 -0.867 4.578
C 2.309 0.167 5.632
C 2.998 1.534 5.622
N 4.426 1.498 5.296
C 4.985 2.124 4.263
N 4.246 2.653 3.305
N 6.327 2.212 4.213
C 1.681 0.457 2.704
O 1.804 1.698 2.771
O 0.618 -0.141 2.363
H 2.112 -2.062 2.143
H 3.724 -2.162 2.450
H 3.765 0.180 3.003
H 3.678 -1.324 4.864
H 1.984 -1.670 4.605
H 2.445 -0.297 6.612
H 1.239 0.371 5.547
H 2.890 2.000 6.603
H 2.519 2.189 4.904
H 5.049 1.046 5.947
H 3.245 2.357 3.149
H 4.711 3.148 2.562
H 6.895 1.986 5.009
H 6.791 2.517 3.377
C 1.823 -4.526 -6.247
O 1.517 -3.372 -5.478
C 1.374 -3.514 -4.147
C 1.524 -4.744 -3.480
C 1.352 -4.774 -2.120
C 1.031 -3.630 -1.367
C 0.842 -3.742 0.060
C 1.014 -5.070 0.745
O 0.520 -2.781 0.788
C 0.876 -2.387 -2.059
O 0.571 -1.282 -1.441
C 1.060 -2.365 -3.445
H 1.889 -4.189 -7.276
H 1.035 -5.277 -6.161
H 2.778 -4.960 -5.946
H 1.764 -5.651 -4.015
H 1.460 -5.724 -1.616
H 0.242 -5.759 0.394
H 0.889 -4.925 1.815
H 1.988 -5.513 0.539
H 0.932 -1.431 -3.977
C 4.724 0.700 -0.001
Sb 2.699 1.113 -0.598
C 2.896 3.255 -0.484
C 3.078 0.936 -2.693
H 5.424 1.356 -0.521
H 4.957 -0.338 -0.241
H 4.832 0.824 1.078
H 3.832 3.586 -0.937
H 2.858 3.571 0.560
H 2.062 3.729 -1.004
H 3.928 1.550 -2.992
H 2.190 1.249 -3.241
H 3.281 -0.107 -2.935
C -2.957 -5.823 0.117
C -2.375 -5.035 -0.865
C -2.205 -3.671 -0.660
C -2.591 -3.073 0.539
C -3.185 -3.875 1.519
C -3.367 -5.231 1.307
N -2.339 -1.704 0.784
C -3.441 -0.942 1.160
C -3.298 0.083 2.102
C -4.375 0.885 2.467
C -5.633 0.661 1.931
C -5.793 -0.369 1.004
C -4.720 -1.145 0.608
H -3.102 -6.884 -0.044
H -2.065 -5.474 -1.806
H -1.788 -3.051 -1.443
H -3.493 -3.419 2.453
H -3.827 -5.836 2.080
H -2.345 0.197 2.610
H -4.233 1.657 3.215
H -6.480 1.258 2.242
H -6.772 -0.565 0.583
H -4.855 -1.939 -0.116
C -0.034 3.897 -3.377
C -0.483 2.456 -3.450
N -0.314 1.843 -2.143
C -0.671 2.473 -0.988
N -0.838 1.738 0.092
C -1.178 2.453 1.331
C -0.513 3.810 1.397
C -0.958 4.608 0.194
N -0.756 3.829 -1.023
C -0.815 4.581 -2.273
H -0.212 4.405 -4.324
H 1.037 3.943 -3.164
H 0.108 1.885 -4.166
H -1.529 2.401 -3.775
H -0.506 0.844 -2.151
H -0.855 1.846 2.173
H -2.264 2.570 1.409
H 0.571 3.682 1.397
H -0.793 4.329 2.314
H -0.377 5.527 0.093
H -2.012 4.896 0.289
H -0.406 5.572 -2.073
H -1.860 4.719 -2.576
C -4.937 2.114 -3.999
N -4.302 0.857 -3.633
C -3.472 0.646 -2.595
S -2.346 -0.613 -2.657
N -3.544 1.468 -1.527
C -4.757 2.142 -1.066
H -5.044 2.135 -5.081
H -4.308 2.956 -3.709
H -5.924 2.239 -3.555
H -4.213 0.159 -4.352
H -2.907 1.189 -0.793
H -5.642 1.553 -1.307
H -4.864 3.142 -1.485
H -4.701 2.215 0.017
```

=====

(Q)
The following is a DFT calculation (wB97M-V/def2-TZVPD) of a structure of composition C40H63N10O5SSbY.

Calculated values
- total charge = +1
- E_HOMO (eV) = -8.232
- molar mass (g/mol) = 1006.7

```
121
C40H63N10O5SSbY | the OMol25 dataset | wB97M-V/def2-TZVPD
Y 0.175 -0.224 -0.501
N -2.761 0.674 2.054
C -1.839 0.905 3.151
C -1.693 2.390 3.521
C -0.585 2.808 4.497
C -0.374 1.997 5.778
N -1.606 1.539 6.435
C -1.945 0.272 6.657
N -1.250 -0.734 6.141
N -3.007 0.018 7.439
C -0.464 0.322 2.837
O 0.142 -0.258 3.768
O 0.027 0.538 1.699
H -2.362 0.972 1.166
H -3.628 1.178 2.195
H -2.221 0.355 4.014
H -2.665 2.726 3.896
H -1.522 2.936 2.589
H -0.761 3.851 4.767
H 0.376 2.795 3.977
H 0.169 2.608 6.501
H 0.237 1.126 5.577
H -2.208 2.244 6.831
H -0.662 -0.591 5.295
H -1.566 -1.674 6.315
H -3.453 0.745 7.968
H -3.331 -0.923 7.574
C 5.092 -3.652 -4.266
O 3.866 -4.214 -4.716
C 2.728 -3.746 -4.174
C 1.543 -4.340 -4.694
C 0.340 -3.939 -4.218
C 0.224 -2.940 -3.207
C -1.041 -2.563 -2.697
C -2.301 -3.156 -3.280
O -1.201 -1.739 -1.748
C 1.422 -2.334 -2.710
O 1.392 -1.398 -1.844
C 2.675 -2.774 -3.206
H 5.875 -4.164 -4.817
H 5.225 -3.815 -3.195
H 5.130 -2.582 -4.478
H 1.635 -5.095 -5.463
H -0.554 -4.394 -4.622
H -2.403 -2.881 -4.332
H -3.162 -2.784 -2.729
H -2.289 -4.244 -3.223
H 3.551 -2.288 -2.805
C -3.606 -2.866 1.990
Sb -1.589 -2.676 1.259
C -0.704 -3.676 2.952
C -1.676 -4.464 0.083
H -3.739 -3.832 2.477
H -4.303 -2.789 1.155
H -3.825 -2.055 2.684
H -1.483 -4.187 3.519
H -0.158 -2.980 3.589
H -0.006 -4.413 2.557
H -1.886 -5.307 0.740
H -0.717 -4.614 -0.414
H -2.464 -4.392 -0.667
C 0.076 3.060 -5.129
C -0.457 1.860 -4.682
C 0.019 1.267 -3.520
C 1.024 1.869 -2.753
C 1.568 3.071 -3.230
C 1.101 3.652 -4.396
N 1.381 1.321 -1.519
C 2.725 1.226 -1.162
C 3.048 1.046 0.192
C 4.360 0.854 0.602
C 5.395 0.845 -0.318
C 5.088 1.020 -1.665
C 3.783 1.199 -2.086
H -0.284 3.518 -6.040
H -1.232 1.365 -5.255
H -0.382 0.302 -3.224
H 2.348 3.557 -2.656
H 1.535 4.585 -4.734
H 2.259 1.091 0.937
H 4.574 0.729 1.658
H 6.420 0.715 0.003
H 5.883 1.013 -2.402
H 3.570 1.302 -3.142
C -5.468 0.994 -2.418
C -4.472 -0.133 -2.577
N -3.335 0.112 -1.707
C -2.830 1.345 -1.438
N -1.677 1.424 -0.811
C -1.172 2.754 -0.439
C -2.270 3.790 -0.315
C -3.052 3.764 -1.608
N -3.581 2.421 -1.802
C -4.743 2.297 -2.673
H -5.872 0.988 -1.403
H -6.296 0.881 -3.118
H -4.161 -0.207 -3.626
H -4.912 -1.090 -2.296
H -2.668 -0.648 -1.621
H -0.441 3.096 -1.174
H -0.632 2.647 0.506
H -1.840 4.777 -0.142
H -2.941 3.557 0.519
H -2.403 4.046 -2.446
H -3.898 4.452 -1.591
H -4.438 2.358 -3.725
H -5.392 3.151 -2.475
C 4.057 -4.335 3.226
N 3.609 -3.584 2.060
C 2.670 -2.616 2.069
S 1.726 -2.399 0.677
N 2.572 -1.825 3.140
C 3.649 -1.476 4.050
H 3.900 -5.398 3.048
H 3.470 -4.055 4.096
H 5.112 -4.167 3.441
H 3.691 -4.041 1.166
H 1.730 -1.252 3.173
H 4.610 -1.739 3.612
H 3.555 -1.964 5.022
H 3.635 -0.397 4.201
```

=====

Of them, the most stable is (P) and the least stable is (Q).

=====

(P)
The following is a DFT calculation (wB97M-V/def2-TZVPD) of the molecule C2H2FN3O.

Calculated values
- total charge = 0
- E_HOMO (eV) = -12.073
- molar mass (g/mol) = 103.1
- SMILES string = FCc1nnon1

```
9
C2H2FN3O | the OMol25 dataset | wB97M-V/def2-TZVPD
C 0.035 -1.587 -0.608
C -0.161 -0.244 0.013
H 0.214 -2.328 0.203
H -0.847 -1.846 -1.196
N 0.721 0.342 0.883
N 0.256 1.452 1.192
N -1.177 0.533 -0.205
O -0.931 1.616 0.531
F 1.137 -1.562 -1.418
```

=====

(Q)
The following is a DFT calculation (wB97M-V/def2-TZVPD) of a cluster of 2 separate species, C2H2FN3O in total.

Calculated values
- total charge = 0
- E_HOMO (eV) = -8.631
- molar mass (g/mol) = 103.1

```
9
C2H2FN3O | the OMol25 dataset | wB97M-V/def2-TZVPD
C 0.570 -0.989 0.716
C 3.557 0.028 0.195
N 0.391 0.106 0.352
N 0.369 1.195 -0.095
N 3.171 -1.013 -0.285
O 3.669 1.037 0.763
F 3.583 -1.752 -1.347
H 0.975 -1.855 0.453
H -0.469 1.865 0.075
```

=====

Of them, the most stable is (P) and the least stable is (Q).